Record 1
# C13H33FIN4O3P2

3 unconnected molecules or ions with the total composition C13H33FIN4O3P2 (wB97M-V/def2-TZVPD, the OMol25 dataset).

Computed properties:
HOMO-LUMO gap   7.35 eV
Charge   +1
Max |F|   4.7 eV/A
LUMO   -4.1 eV

Each line ends with the natural charge from an NBO analysis.
Cartesian coordinates (Å):
C 4.9964 0.5076 0.8315  -0.64
C 4.4337 1.9056 1.5418  -0.43
C 3.0955 2.5192 0.8214  -0.09
O 1.8369 1.8302 1.1456  -0.57
C 1.0433 1.6647 -0.0823  -0.44
P -0.7123 0.9601 0.1656  1.48
F -1.2371 0.3038 -1.4120  -0.54
C -1.9693 2.1335 0.9716  -0.80
C -2.3113 3.5101 0.1748  -0.36
C -1.8780 4.9001 0.9870  -0.65
I -1.5314 3.6990 -1.8481  0.15
P -0.6571 -0.8349 1.4804  0.48
C -0.5481 -2.4389 0.4527  -0.73
C 0.4610 -2.3619 -0.8472  -0.63
C 0.7140 -0.6895 2.7965  -0.70
C 0.4233 -1.9116 3.9009  -0.64
H 5.7024 0.7850 -0.0782  0.22
H 4.1341 -0.2024 0.4713  0.21
H 5.7073 -0.0329 1.6217  0.23
H 5.3067 2.7012 1.3681  0.23
H 4.3573 1.7671 2.7014  0.23
H 3.0036 3.6391 1.1593  0.20
H 3.2943 2.5376 -0.3469  0.19
H 1.6306 0.8664 -0.7477  0.27
H 1.1057 2.6738 -0.6715  0.25
H -1.5683 2.4228 2.0575  0.31
H -2.9581 1.4985 1.1807  0.30
H -3.5009 3.5726 0.0940  0.26
H -1.0360 5.4044 0.3435  0.24
H -2.8094 5.6451 0.9334  0.25
H -1.5975 4.7149 2.1077  0.23
H -0.1786 -3.3667 1.1056  0.28
H -1.6432 -2.7466 0.0945  0.31
H 0.8698 -3.4423 -1.0443  0.24
H 1.2837 -1.5344 -0.7526  0.22
H -0.2359 -2.1034 -1.7798  0.22
H 0.5786 0.3080 3.3931  0.26
H 1.8067 -0.8358 2.3812  0.25
H -0.1770 -1.5051 4.8413  0.23
H -0.2400 -2.7809 3.4229  0.22
H 1.4186 -2.4155 4.2853  0.24
C 1.2741 -0.2980 -3.9790  0.77
O 1.6871 -0.9277 -3.0181  -0.69
N 0.0436 0.2441 -4.0189  -0.85
N 2.0125 -0.0898 -5.0841  -0.84
H -0.3143 0.7659 -4.8010  0.39
H -0.5449 0.1106 -3.2070  0.41
H 2.9452 -0.4812 -5.0952  0.41
H 1.6898 0.4260 -5.8852  0.39
C -4.4317 -4.1424 -0.2996  0.77
O -3.3242 -4.1782 0.2128  -0.69
N -5.0244 -2.9933 -0.6711  -0.84
N -5.1587 -5.2488 -0.5387  -0.83
H -5.9357 -2.9436 -1.0944  0.39
H -4.5110 -2.1369 -0.5086  0.40
H -4.7490 -6.1351 -0.2741  0.42
H -6.0723 -5.2394 -0.9597  0.39

***

Record 2
# C13H34BF4GeIrN2O2Si3

A molecular structure, C13H34BF4GeIrN2O2Si3 (wB97M-V/def2-TZVPD, the OMol25 dataset).

Computed properties:
Energy above the lowest of the compared OMol25 structures with the same formula, charge and spin   242.1 kJ/mol
HOMO-LUMO gap (alpha / beta)   6.04 / 5.55 eV
Charge   +1
2S+1   2
Max |F|   2.9 eV/A
LUMO (alpha / beta)   -5.4 / -5.9 eV

Each line ends with the natural charge from an NBO analysis.
Cartesian coordinates (Å):
Ir 0.0514 -0.9605 1.6757  0.75
C -2.1509 0.5969 4.8937  -0.68
C -1.6216 -0.0765 3.6792  0.29
N -0.5393 0.2730 3.0724  -0.13
O 0.1092 1.3700 3.5444  -0.52
C -2.3327 -1.1993 3.0632  0.09
C -3.6204 -1.7657 3.5450  -0.67
N -1.7040 -1.6700 2.0241  0.02
O -2.0274 -2.6159 1.2679  -0.48
H -1.5677 1.4748 5.1452  0.27
H -2.1242 -0.1029 5.7321  0.26
H -3.1925 0.8787 4.7354  0.25
H 1.0245 1.2776 3.1972  0.52
H -4.4088 -1.0121 3.4990  0.24
H -3.5377 -2.1115 4.5765  0.24
H -3.9014 -2.6060 2.9158  0.27
C -2.9371 -0.2445 -0.4184  -1.19
Si -1.6600 -0.7929 -1.6481  1.64
C -1.5054 -2.6183 -1.8028  -1.19
C -1.8498 0.0826 -3.2550  -1.19
Ge 0.6553 -0.0541 -0.4640  0.05
Si 0.7332 2.3636 -0.6592  1.34
C 2.3330 2.9795 0.0444  -1.14
C 0.5840 2.7476 -2.4696  -1.13
C -0.7637 2.9283 0.2921  -1.13
Si 2.3046 -0.9629 -2.1504  1.53
C 2.4603 -2.7233 -1.5943  -1.16
C 3.8620 0.0155 -2.1233  -1.16
C 1.4993 -0.8142 -3.8063  -1.17
H -3.3491 -1.1360 0.0545  0.27
H -3.7421 0.2968 -0.9229  0.26
H -2.5353 0.3978 0.3634  0.25
H -2.4746 -3.0317 -2.1046  0.27
H -1.2450 -3.0590 -0.8429  0.28
H -0.7651 -2.9148 -2.5484  0.25
H -2.6761 -0.4147 -3.7762  0.27
H -0.9699 0.0219 -3.8909  0.26
H -2.1103 1.1330 -3.1228  0.26
H 3.1109 2.9977 -0.7218  0.25
H 2.6810 2.3508 0.8624  0.27
H 2.2136 3.9964 0.4287  0.26
H 1.4809 2.4539 -3.0195  0.24
H 0.4710 3.8310 -2.5818  0.26
H -0.2798 2.2766 -2.9382  0.24
H -0.8079 2.4487 1.2727  0.24
H -1.6852 2.6962 -0.2485  0.24
H -0.7383 4.0100 0.4530  0.26
H 2.5001 -2.7931 -0.5062  0.26
H 3.3819 -3.1687 -1.9820  0.26
H 1.6173 -3.3166 -1.9528  0.25
H 4.1876 0.2819 -1.1216  0.29
H 3.7633 0.9274 -2.7163  0.25
H 4.6406 -0.6081 -2.5754  0.27
H 0.6726 -1.5136 -3.9379  0.24
H 2.2598 -1.0489 -4.5596  0.27
H 1.1441 0.1977 -4.0096  0.25
F 2.1365 -1.5019 2.2178  -0.54
B 3.0807 -0.3821 2.0507  1.37
F 2.4129 0.8031 2.4723  -0.57
F 4.2142 -0.6081 2.7336  -0.50
F 3.2378 -0.2813 0.6586  -0.55

***

Record 3
# C13H34INO8PS2

5 unconnected molecules or ions with the total composition C13H34INO8PS2 (wB97M-V/def2-TZVPD, the OMol25 dataset).

Computed properties:
HOMO-LUMO gap   7.74 eV
Charge   +1
Max |F|   1.1 eV/A
LUMO   -4.3 eV

Each line ends with the natural charge from an NBO analysis.
Cartesian coordinates (Å):
O 3.2856 -1.4689 0.9558  -0.73
C 2.7481 -0.9278 -0.2453  -0.08
C 1.9528 0.2978 0.1194  -0.13
O 0.6637 -0.1201 0.5979  -0.54
C -0.2605 0.8926 0.4513  0.25
O -1.3818 0.5248 1.2530  -0.52
C -2.6181 0.6677 0.6944  -0.16
S -3.3440 -0.9799 0.1963  0.61
N -3.5535 -0.9165 -1.5066  -0.66
C -2.5158 -0.8641 -2.1839  0.14
S -1.3278 -0.8572 -3.1472  0.31
P -1.6146 -2.4188 0.4882  0.92
O -2.4517 -3.7503 0.1704  -0.99
I -1.7349 -2.4163 2.8847  0.02
H 3.7404 -2.2952 0.7552  0.48
H 2.0500 -1.6524 -0.6804  0.16
H 3.5083 -0.6946 -0.9920  0.18
H 1.8814 0.9879 -0.7219  0.21
H 2.5269 0.7909 0.9051  0.23
H 0.1241 1.8490 0.8181  0.17
H -0.5638 1.0175 -0.5997  0.13
H -3.3232 1.0479 1.4297  0.24
H -2.6644 1.2911 -0.2004  0.22
H -2.1833 -4.1137 -0.6903  0.52
C 1.0379 4.6337 -3.0953  -0.64
C 1.9791 3.4820 -3.3853  -0.06
O 1.5078 2.2532 -2.8221  -0.74
H 0.9126 4.7604 -2.0189  0.21
H 1.4208 5.5650 -3.5126  0.22
H 0.0532 4.4438 -3.5298  0.21
H 2.9571 3.6583 -2.9415  0.18
H 2.1094 3.3616 -4.4644  0.16
H 0.6451 2.0725 -3.2137  0.46
C 4.9321 2.4924 3.9939  -0.63
C 3.8308 2.2174 2.9895  -0.06
O 4.3285 1.6229 1.7924  -0.73
H 5.6872 3.1463 3.5581  0.22
H 4.5341 2.9666 4.8915  0.22
H 5.4258 1.5638 4.2885  0.20
H 3.3497 3.1466 2.6849  0.17
H 3.0680 1.5663 3.4336  0.15
H 4.7476 0.7878 2.0295  0.47
C -4.1723 1.5894 -5.2449  -0.63
C -3.2622 2.7795 -5.0095  -0.06
O -1.8802 2.4361 -5.1235  -0.74
H -3.9475 0.7892 -4.5368  0.19
H -5.2198 1.8690 -5.1318  0.23
H -4.0343 1.1886 -6.2513  0.21
H -3.3907 3.1696 -4.0003  0.17
H -3.4987 3.5825 -5.7128  0.17
H -1.7306 2.1115 -6.0179  0.47
C -2.2577 -6.5154 5.6957  -0.63
C -1.0886 -6.9678 4.8429  -0.06
O -1.0448 -6.2887 3.5881  -0.72
H -3.1977 -6.6763 5.1675  0.21
H -2.2891 -7.0609 6.6391  0.22
H -2.1810 -5.4485 5.9231  0.19
H -1.1730 -8.0265 4.6048  0.18
H -0.1448 -6.8169 5.3763  0.16
H -0.9574 -5.3466 3.7617  0.45